Below is a molecular structure, C32H46As2F6GeI2N3O8PS2V, with properties calculated with ωB97M-V/def2-TZVPD.

**Multiplicity**: 2
**Orbital gap (spin up / spin down)**: 4.91 / 4.20 eV
**Net charge**: -2
**Strongest force on any atom**: 3.002 eV Å⁻¹
**E_tot**: -11837.91090 Ha
**Energy relative to the best compared isomer or geometry (same formula, charge and spin)**: 10.6 kcal per mole

Each line ends with the Löwdin spin population.
CARTESIAN COORDINATES (ANGSTROEM)
V 0.4899 0.0620 0.1411  1.082
I 4.9511 3.0835 -4.9943  0.000
C 3.2495 2.5124 -3.8676  0.001
C 2.4829 3.4780 -3.2489  0.000
C 1.4247 3.0576 -2.4796  0.000
I 0.2993 4.4723 -1.4099  -0.002
C 1.0621 1.7126 -2.2699  0.000
O 0.0669 1.4007 -1.5233  0.008
C 1.8880 0.7631 -2.9430  0.000
C 1.6042 -0.6981 -2.7378  0.002
N 1.6276 -1.0443 -1.3250  0.003
C 2.9477 -0.9098 -0.7271  0.003
C 3.1626 0.5179 -0.3379  -0.024
C 4.3719 1.1572 -0.5271  0.000
C 4.5232 2.4977 -0.1781  -0.044
C 3.4058 3.1399 0.3470  0.001
C 2.2345 2.4353 0.5079  -0.035
N 2.0779 1.1376 0.1829  -0.014
C 2.9559 1.1703 -3.7131  0.000
H 2.7002 4.5303 -3.3462  0.000
H 2.3410 -1.2964 -3.3001  0.000
H 0.6026 -0.9241 -3.1325  0.000
H 1.3679 -2.0308 -1.2275  0.000
H 3.7416 -1.2711 -1.4051  0.001
H 2.9637 -1.5421 0.1777  0.000
H 5.1983 0.6056 -0.9518  0.001
H 5.4682 3.0036 -0.3051  -0.004
H 3.4341 4.1817 0.6336  0.001
H 1.3696 2.9260 0.9281  -0.002
H 3.5801 0.4268 -4.1880  0.000
C -4.8146 1.4853 -1.7229  0.000
As -2.8258 1.7850 -1.5383  0.002
C -3.0075 3.6096 -2.3869  0.001
C -2.4235 0.7417 -3.1313  0.000
C -2.5961 1.2552 -4.4092  0.000
C -2.3177 0.5039 -5.5386  0.000
C -1.8536 -0.7921 -5.3914  0.000
C -1.6872 -1.3124 -4.1173  0.000
C -1.9789 -0.5747 -2.9700  -0.001
As -1.5217 -1.2594 -1.1410  0.004
C -1.3084 -3.1400 -1.6257  0.000
C -3.4128 -1.5884 -0.5569  0.002
H -5.1422 1.6144 -2.7538  0.000
H -5.3538 2.1949 -1.0951  0.000
H -5.0728 0.4799 -1.4074  0.000
H -3.9186 3.7119 -2.9778  0.000
H -2.1422 3.8261 -3.0089  0.000
H -3.0345 4.3478 -1.5825  0.000
H -2.9485 2.2717 -4.5307  0.000
H -2.4553 0.9287 -6.5270  0.000
H -1.6275 -1.3967 -6.2646  0.000
H -1.3138 -2.3275 -4.0219  0.000
H -0.3715 -3.3452 -2.1394  0.000
H -2.1526 -3.4860 -2.2319  0.000
H -1.2737 -3.6991 -0.6931  0.000
H -4.0381 -1.9058 -1.4005  0.000
H -3.8534 -0.7146 -0.0757  0.000
H -3.3614 -2.3980 0.1741  0.000
C 0.7099 -1.2493 5.2945  0.000
O 0.8512 -0.0811 4.5106  0.001
P 0.6247 0.0222 2.8928  0.004
O 1.8164 1.3091 2.9488  -0.002
C 3.0783 1.1116 3.5130  0.000
O -0.6232 -1.3070 3.0908  0.001
C -1.9179 -1.4750 2.6194  0.000
H 1.3712 -1.1134 6.1560  0.000
H 1.0060 -2.1345 4.7376  0.000
H -0.3198 -1.3710 5.6333  0.000
H 3.7721 1.8079 3.0267  0.000
H 3.4272 0.0867 3.3555  0.000
H 3.0595 1.3064 4.5919  0.000
H -2.0611 -0.9837 1.6487  0.000
H -2.6364 -1.0875 3.3552  0.000
H -2.0882 -2.5474 2.4959  0.000
C -2.0234 3.6115 2.1234  0.001
Ge -2.0336 1.6770 2.6563  0.003
C -1.9708 1.6481 4.6645  0.000
C -3.9044 1.1408 2.1227  0.000
C -0.3757 1.0573 1.8155  0.004
H -2.8931 4.1570 2.4780  0.000
H -1.9994 3.6649 1.0349  0.000
H -1.1337 4.1101 2.5014  0.000
H -2.6010 2.4200 5.0999  0.000
H -0.9415 1.8139 4.9670  0.000
H -2.2794 0.6835 5.0551  0.000
H -4.6018 1.8302 2.5907  0.000
H -4.1826 0.1327 2.4047  0.000
H -3.9989 1.2492 1.0461  0.000
H 0.1601 2.0038 1.8838  -0.001
F -0.6752 -4.3593 2.7446  0.000
C -0.2044 -4.5935 4.0809  0.000
F 1.1564 -4.1432 3.9890  0.000
F -0.0308 -5.9878 4.0777  0.000
S 0.8095 -2.6123 1.8902  0.001
O -0.0347 -2.3002 0.7399  0.003
O 1.5785 -1.0021 2.1471  -0.001
N 2.1899 -3.1869 1.1428  -0.001
S 1.8554 -4.2512 0.0874  0.000
O 0.9079 -5.2790 0.3898  0.000
O 1.8231 -3.7948 -1.2957  0.000
C 3.5336 -5.1659 0.0261  0.000
F 4.5007 -4.3365 -0.4230  0.000
F 3.9649 -5.6396 1.2029  0.000
F 3.5487 -6.2133 -0.8279  0.000